Entry from OMol25: C8H11NS in the gas phase (wB97M-V/def2-TZVPD).

Its largest force on an atom is 4.23 eV Å⁻¹. The value obtained for the HOMO-LUMO gap is 9.89 eV. The calculation puts the energy relative to the best compared isomer or geometry (same formula, charge and spin) at 78.5 kcal/mol. For the HOMO energy, the calculation gives -0.3322 hartree.

```
! RIJCOSX wB97M-V def2-TZVPD def2/J DEFGRID3
* xyz 0 1
C 0.0959 1.4698 0.7664
C 2.4487 0.4107 -0.6903
C 2.1824 -0.8702 0.1370
C -2.5392 -0.1500 0.3192
C -2.1878 -1.2281 -0.6660
C 1.1235 -0.2844 -0.7455
C -1.1389 -0.5855 0.2853
C -0.0775 0.3641 -0.1693
N 0.6157 1.7683 1.8302
S -0.7394 1.9048 -0.8692
H 2.4402 1.2330 0.0357
H 3.0521 0.7241 -1.5538
H 2.6684 -1.8399 0.0176
H 2.1802 -0.4113 1.0785
H -2.9373 0.7319 -0.0940
H -3.2169 -0.5160 1.1321
H -2.4928 -2.2458 -0.4998
H -2.0673 -1.0972 -1.7527
H 0.7130 -0.8365 -1.6879
H -0.6993 -1.2254 0.9058
H 0.5764 2.6835 2.2205
*
```

Results of the Löwdin charge analysis, in e, for atoms 1 through 5: -0.52 -0.11 -0.07 -0.16 -0.09